Formula: C5H9FN
Source: the OMol25 dataset
Level of theory: ωB97M-V with the def2-TZVPD basis set

Geometry (Å):
C -2.56823 -0.85496 -0.99759
C -1.22957 -0.94553 -1.20510
F -0.66444 -1.78089 -2.00676
C 0.19208 0.11642 -0.56556
C 1.34533 -0.64728 -0.08360
C 0.48498 0.20247 0.93808
N 1.12386 1.51804 1.30891
H -3.16723 -1.59941 -1.38123
H -3.10111 -0.20772 -0.27133
H 0.29131 1.00714 -1.26317
H 1.32207 -1.66628 -0.05979
H 2.29339 -0.16105 -0.33194
H -0.04732 -0.21377 1.78464
H 0.86231 2.15859 0.59119
H 2.06680 1.26252 1.32344
H 0.79578 1.81170 2.21982

The LUMO energy comes out at -3.7 eV. The value obtained for the gap between HOMO and LUMO is 9.546 eV. The SMILES is C=C(F)[C@@H]1C[C@H]1[NH3+]. The charge is +1. For the HOMO energy, the calculation gives -0.4857 Ha. The calculation puts the total energy at -9528.0457 eV.